C7H8F3NO | the ωB97M-V functional and the def2-TZVPD basis

Cartesian coordinates (Å):
C1 -1.3360 -0.8792 -1.1684
C2 -0.7293 0.3140 -1.2251
C3 -0.7426 -1.0370 1.2070
C4 -1.1454 -1.8290 0.0241
C5 -0.0039 0.8396 0.0096
C6 -0.4376 2.2773 0.4754
C7 2.2924 -0.0407 -0.0567
N1 -0.1229 0.0402 1.2320
O1 1.5249 1.0082 -0.1613
F1 1.8273 -1.1678 -0.6397
F2 3.5494 0.1904 -0.5638
F3 2.5950 -0.4308 1.1821
H1 -1.9909 -1.3230 -1.8718
H2 -0.5557 0.8423 -2.2027
H3 -0.8747 -1.4903 2.2346
H4 -1.9979 -2.5567 -0.0946
H5 -0.3367 -2.5028 -0.1779
H6 0.4729 2.7371 0.7998
H7 -1.1410 2.1926 1.3067
H8 -0.8473 2.8157 -0.3094

HOMO level   -9.791 eV
Largest force on an atom   3.55 eV Å⁻¹
Energy above the lowest of the compared OMol25 structures with the same formula, charge and spin   30.1 kJ/mol
SMILES string   C[C@]1(OC(F)(F)F)C=CCC=N1
Kohn-Sham gap   10.56 eV